Below is a cluster of 5 separate species, C36H35BrF8N2O2 in total in a non-equilibrium geometry, with properties calculated with ωB97M-V/def2-TZVPD.

The geometry in XYZ format:
```
84
C36H35BrF8N2O2, DFT ωB97M-V/def2-TZVPD
C -4.37 1.36 -0.48
C -3.84 -0.04 -0.65
O -4.91 -0.97 -0.81
C -3.00 -0.21 -1.90
C -1.60 0.38 -1.78
F -1.14 0.39 -0.50
C -1.74 1.81 -2.14
N -1.87 2.96 -2.35
C -0.54 -0.29 -2.72
C 0.42 0.75 -3.12
N 1.20 1.55 -3.47
C -1.19 -0.75 -4.04
O -0.20 -0.80 -5.06
C -0.01 -2.01 -5.62
F -0.98 -2.32 -6.48
F 0.05 -3.00 -4.73
F 1.14 -1.98 -6.30
C 0.32 -1.34 -1.99
C -0.40 -2.32 -1.08
C -1.42 -3.26 -1.73
Br 1.05 -3.44 -0.33
H -5.20 1.37 0.21
H -4.70 1.77 -1.43
H -3.59 2.02 -0.12
H -3.28 -0.34 0.24
H -5.62 -0.68 -0.24
H -3.01 -1.25 -2.18
H -3.51 0.34 -2.67
H -1.90 0.01 -4.34
H -1.73 -1.67 -3.93
H 0.93 -1.91 -2.67
H 1.00 -0.78 -1.37
H -0.85 -1.87 -0.21
H -2.43 -2.97 -1.49
H -1.30 -4.24 -1.30
H -1.27 -3.39 -2.80
F 2.85 -0.34 0.03
C 3.08 0.97 0.30
C 2.03 1.86 0.21
C 2.25 3.20 0.48
C 3.52 3.64 0.84
C 4.57 2.73 0.93
C 4.35 1.39 0.66
H 1.05 1.50 -0.08
H 1.43 3.90 0.41
H 3.69 4.68 1.04
H 5.56 3.07 1.20
H 5.16 0.67 0.73
F 7.42 -1.12 0.44
C 6.96 -2.38 0.27
C 5.60 -2.59 0.18
C 5.14 -3.88 0.00
C 6.03 -4.94 -0.07
C 7.40 -4.71 0.03
C 7.87 -3.42 0.20
H 4.92 -1.76 0.24
H 4.08 -4.06 -0.08
H 5.67 -5.95 -0.20
H 8.10 -5.53 -0.02
H 8.93 -3.21 0.27
F -5.16 2.88 2.00
C -4.97 4.21 1.88
C -5.45 4.86 0.76
C -5.25 6.22 0.64
C -4.57 6.92 1.63
C -4.09 6.24 2.75
C -4.29 4.88 2.88
H -5.97 4.30 0.00
H -5.63 6.75 -0.22
H -4.41 7.98 1.54
H -3.55 6.78 3.52
H -3.93 4.33 3.74
F -1.05 -3.18 2.21
C -0.56 -2.55 3.29
C 0.81 -2.43 3.44
C 1.30 -1.77 4.55
C 0.44 -1.25 5.50
C -0.94 -1.38 5.34
C -1.44 -2.03 4.22
H 1.47 -2.85 2.69
H 2.37 -1.66 4.68
H 0.83 -0.74 6.37
H -1.61 -0.98 6.08
H -2.51 -2.14 4.07
```

The HOMO energy comes out at -9.226 eV. As for the relative energy (zero: lowest compared OMol25 entry of this formula, charge and spin): 7.10 kcal per mole. The max |F| is 3.4 eV/A. As for the total energy: -136756.3740 eV.